# 1
Entry from the Open Molecules 2025 dataset: a molecular structure, C32H43BN6O4OsSSi2 (wB97M-V/def2-TZVPD).

Properties
HOMO (alpha / beta) = -7.5 / -7.4 eV
HOMO-LUMO gap (alpha / beta) = 0.2311 / 0.2370 Eh
calculated total energy = -80752.744 eV

Structure (ORCA input):
```
! RIJCOSX wB97M-V def2-TZVPD def2/J DEFGRID3
* xyz 0 1
Os -1.923 0.368 0.377
C -3.971 0.825 3.361
Si -2.287 0.035 3.588
C -0.876 1.200 3.967
C -2.474 -1.128 5.040
N -1.919 -0.749 2.058
C -1.575 -2.052 1.832
C -1.127 -2.990 2.786
C -0.881 -4.283 2.404
C -1.064 -4.691 1.067
C -1.478 -3.797 0.116
C -1.713 -2.456 0.479
N -2.121 -1.459 -0.339
Si -3.281 -1.754 -1.642
C -2.558 -2.459 -3.213
C -4.529 -2.939 -0.913
C -4.122 -0.150 -2.062
H -4.208 1.528 4.164
H -4.709 0.019 3.402
H -4.096 1.337 2.408
H -1.112 1.846 4.818
H -0.563 1.822 3.129
H -0.014 0.589 4.251
H -2.923 -0.537 5.847
H -1.531 -1.523 5.418
H -3.141 -1.965 4.832
H -0.939 -2.671 3.800
H -0.517 -4.997 3.132
H -0.853 -5.714 0.786
H -1.573 -4.097 -0.922
H -2.189 -3.483 -3.124
H -1.757 -1.832 -3.600
H -3.365 -2.467 -3.954
H -4.103 -3.924 -0.720
H -5.369 -3.065 -1.602
H -4.925 -2.553 0.029
H -3.583 0.565 -2.679
H -4.498 0.397 -1.189
H -5.009 -0.471 -2.627
N 1.699 -2.561 -5.072
C 0.973 -1.536 -4.484
C 0.914 -1.404 -3.097
C 0.236 -0.346 -2.521
C -0.399 0.597 -3.313
C -0.352 0.470 -4.699
C 0.323 -0.585 -5.276
S -1.171 2.068 -2.740
O -2.350 2.249 -3.542
O -0.180 3.105 -2.721
N -1.685 1.770 -1.163
C -1.987 2.875 -0.422
N -2.189 4.107 -0.862
C -2.458 5.012 0.072
C -2.557 4.724 1.424
C -2.376 3.400 1.789
N -2.089 2.484 0.876
H 1.875 -3.364 -4.490
H 1.437 -2.808 -6.011
H 1.403 -2.133 -2.462
H 0.173 -0.263 -1.450
H -0.854 1.205 -5.315
H 0.360 -0.680 -6.355
H -2.614 6.025 -0.283
H -2.776 5.485 2.156
H -2.458 3.069 2.813
C 6.728 1.606 1.644
C 5.923 1.629 0.338
C 6.696 0.868 -0.749
C 5.780 3.084 -0.110
C 4.566 0.960 0.560
C 4.524 -0.378 0.971
C 3.332 -1.069 1.175
C 2.169 -0.369 0.952
O 0.866 -0.798 1.053
B 0.079 0.295 0.673
O 0.903 1.402 0.407
C 2.190 0.952 0.556
C 3.364 1.643 0.352
H 7.701 2.082 1.496
H 6.903 0.586 1.990
H 6.200 2.143 2.434
H 7.666 1.340 -0.921
H 6.142 0.869 -1.689
H 6.873 -0.169 -0.464
H 6.771 3.517 -0.255
H 5.261 3.688 0.637
H 5.240 3.166 -1.054
H 5.453 -0.908 1.133
H 3.319 -2.105 1.486
H 3.330 2.673 0.028
*
```



# 2
Entry from the Open Molecules 2025 dataset: a molecular structure, C32H43BrN7O2RhS2 (wB97M-V/def2-TZVPD).

Properties
HOMO = -13.2 eV
HOMO-LUMO gap = 0.2838 Eh
calculated total energy = -143117.723 eV
energy above the lowest of the compared OMol25 structures with the same formula, charge and spin = 4.23 kcal/mol

Structure (ORCA input):
```
! RIJCOSX wB97M-V def2-TZVPD def2/J DEFGRID3
* xyz 2 1
Rh 0.264 1.294 0.058
C 4.797 0.636 -3.664
C 4.318 2.064 -3.442
N 2.866 2.162 -3.264
C 2.226 1.769 -2.164
S 0.478 1.867 -2.187
N 2.953 1.351 -1.138
N 2.210 1.056 -0.034
C 2.782 0.540 0.999
C 4.202 0.094 0.975
C 1.926 0.470 2.215
C 2.376 0.052 3.451
C 1.520 0.127 4.544
C 0.237 0.613 4.371
C -0.158 0.990 3.096
N 0.660 0.907 2.055
H 5.886 0.609 -3.663
H 4.449 0.249 -4.622
H 4.437 -0.014 -2.867
H 4.571 2.689 -4.297
H 4.790 2.487 -2.557
H 2.297 2.390 -4.063
H 4.463 -0.234 -0.027
H 4.367 -0.716 1.684
H 4.874 0.916 1.234
H 3.389 -0.307 3.562
H 1.859 -0.176 5.525
H -0.447 0.704 5.202
H -1.150 1.374 2.898
Br -2.207 6.062 1.863
C -0.681 5.277 1.110
C 0.388 6.043 0.681
C 1.495 5.389 0.164
C 1.495 4.011 0.081
N 0.443 3.281 0.477
C -0.629 3.902 0.983
H 0.359 7.122 0.752
H 2.356 5.945 -0.176
H 2.354 3.476 -0.291
H -1.462 3.285 1.275
C 0.473 -5.020 -2.019
N 0.773 -3.618 -1.753
N 0.191 -2.905 -0.730
C 0.426 -1.568 -0.938
O -0.025 -0.708 -0.098
C 1.197 -1.474 -2.110
C 1.365 -2.754 -2.590
C 2.035 -3.218 -3.834
C -0.260 -3.534 0.473
C 0.480 -4.572 1.025
C 0.052 -5.165 2.203
C -1.111 -4.729 2.822
C -1.833 -3.682 2.269
C -1.410 -3.076 1.096
H -0.327 -5.351 -1.365
H 1.350 -5.644 -1.855
H 0.149 -5.128 -3.053
H 1.563 -0.570 -2.554
H 2.632 -2.412 -4.252
H 1.298 -3.519 -4.581
H 2.683 -4.073 -3.642
H 1.393 -4.909 0.552
H 0.636 -5.963 2.642
H -1.451 -5.205 3.732
H -2.743 -3.343 2.748
H -1.960 -2.255 0.667
C -3.760 -0.319 3.504
C -4.723 0.105 2.399
C -4.115 1.129 1.440
S -2.815 0.361 0.452
O -1.810 1.506 0.209
C -3.667 0.180 -1.126
C -3.899 1.495 -1.861
C -4.696 1.256 -3.142
H -4.239 -1.021 4.185
H -3.450 0.548 4.093
H -2.865 -0.800 3.101
H -5.613 0.555 2.841
H -5.062 -0.770 1.836
H -3.635 1.948 1.978
H -4.866 1.546 0.771
H -4.600 -0.340 -0.892
H -3.037 -0.488 -1.716
H -2.935 1.948 -2.092
H -4.440 2.200 -1.226
H -4.148 0.615 -3.835
H -4.895 2.203 -3.642
H -5.656 0.785 -2.929
*
```



# 3
Entry from the Open Molecules 2025 dataset: a molecular structure, C32H43Cl2N2OP3Pt (wB97M-V/def2-TZVPD).

Properties
HOMO (alpha / beta) = -10.4 / -13.4 eV
HOMO-LUMO gap (alpha / beta) = 0.2002 / 0.1884 Eh
calculated total energy = -95045.931 eV

Structure (ORCA input):
```
! RIJCOSX wB97M-V def2-TZVPD def2/J DEFGRID3
* xyz 2 5
P 1.462 1.833 -6.027
C 3.016 1.784 -5.177
C 3.822 1.124 -6.137
H 3.361 0.468 -6.883
C 5.157 1.472 -6.285
H 5.686 1.107 -7.151
C 5.740 2.304 -5.330
H 6.794 2.576 -5.450
C 5.014 2.762 -4.236
H 5.512 3.348 -3.473
C 3.632 2.503 -4.123
H 3.094 2.806 -3.233
C 0.628 0.223 -5.923
C 1.174 -0.996 -5.490
H 2.039 -1.020 -4.822
C 0.573 -2.185 -5.916
H 1.034 -3.132 -5.664
C -0.580 -2.147 -6.706
H -0.994 -3.076 -7.102
C -1.210 -0.938 -6.974
H -2.108 -0.889 -7.582
C -0.657 0.245 -6.507
H -1.160 1.195 -6.675
C 0.402 3.157 -5.299
C 0.507 4.028 -6.397
H 1.196 3.803 -7.222
C -0.329 5.115 -6.586
H -0.228 5.647 -7.523
C -1.232 5.448 -5.588
H -1.873 6.322 -5.733
C -1.296 4.683 -4.421
H -1.985 4.986 -3.633
C -0.498 3.519 -4.256
H -0.571 2.992 -3.299
Pt -0.192 -0.188 0.307
C -1.878 -0.998 -0.577
C -2.260 -0.971 -1.855
H -2.472 -1.380 0.246
C -1.496 -0.298 -2.976
O -2.336 0.720 -3.539
H -1.775 1.437 -3.937
C -0.274 0.228 -2.469
H -1.166 -1.006 -3.780
C 0.321 0.495 -1.347
Cl -0.938 -0.637 2.505
Cl 1.808 1.151 0.958
P 1.286 -1.902 -0.245
C 2.154 -2.216 1.315
H 1.395 -2.321 2.098
H 2.758 -1.329 1.534
H 2.785 -3.108 1.243
C 0.363 -3.405 -0.677
H -0.067 -3.291 -1.680
H -0.452 -3.539 0.042
H 1.012 -4.289 -0.666
C 2.572 -1.786 -1.537
H 3.108 -0.834 -1.443
H 2.117 -1.840 -2.535
H 3.290 -2.614 -1.435
P -3.835 -1.738 -2.314
C -4.381 -2.761 -0.964
C -3.601 -2.720 -3.802
H -4.401 -2.165 -0.040
H -3.708 -3.626 -0.861
H -5.399 -3.107 -1.209
H -3.199 -2.132 -4.636
H -4.574 -3.122 -4.108
H -2.937 -3.570 -3.604
C -5.048 -0.474 -2.681
H -5.371 0.008 -1.753
H -5.917 -0.949 -3.149
H -4.630 0.278 -3.359
H 1.118 1.192 -1.241
C -2.640 3.554 2.342
N -1.289 3.304 1.834
C -0.130 3.667 2.653
C -1.180 2.415 0.906
N -1.326 1.709 -0.045
H -2.618 4.476 2.926
H -2.978 2.715 2.969
H -3.316 3.652 1.485
H 0.140 2.845 3.334
H 0.724 3.875 1.994
H -0.394 4.558 3.225
*
```